Record 1
{"formula": "C2H4NO2P", "method": "ωB97M-V with the def2-TZVPD basis set", "elements": ["H", "N", "C", "C", "O", "H", "H", "O", "P", "H"], "positions_angstrom": [[1.70, 2.59, 0.21], [2.01, 1.66, 0.09], [1.31, 0.63, 0.12], [1.12, -0.76, -0.17], [0.03, 0.18, 0.17], [1.30, -1.19, -1.09], [1.43, -1.57, 0.64], [-3.04, 0.32, -0.78], [-2.69, -0.23, 0.48], [-3.18, -1.63, 0.33]], "e_above_lowest_kcal_mol": 100.9, "e_tot_ev": -17009.034, "multiplicity": 1, "homo_ev": -9.23, "smiles": "[H]/N=C1/CO1.O=P"}

***

Record 2
{"formula": "C12H9F6N3O6PdS4", "method": "ωB97M-V with the def2-TZVPD basis set", "elements": ["Pd", "O", "C", "C", "C", "C", "C", "C", "C", "O", "N", "N", "C", "S", "C", "C", "S", "H", "H", "H", "H", "H", "H", "H", "H", "H", "F", "C", "F", "F", "S", "O", "O", "N", "S", "O", "O", "C", "F", "F", "F"], "positions_angstrom": [[1.04, 0.89, 0.45], [-2.07, -0.86, 3.30], [-2.86, -1.43, 2.42], [-4.02, -2.07, 2.88], [-4.85, -2.68, 1.98], [-4.58, -2.69, 0.59], [-3.47, -2.06, 0.11], [-2.56, -1.40, 1.01], [-1.42, -0.72, 0.59], [-0.60, -0.15, 1.34], [-1.22, -0.67, -0.84], [-0.27, 0.05, -1.18], [-0.09, 0.07, -2.60], [0.85, 1.30, -3.22], [0.33, 0.99, -4.94], [0.05, -0.50, -5.08], [-0.82, -1.06, -3.58], [-1.30, -0.45, 2.88], [-4.22, -2.07, 3.95], [-5.74, -3.19, 2.34], [-5.26, -3.20, -0.08], [-3.26, -2.06, -0.95], [1.14, 1.31, -5.59], [-0.55, 1.61, -5.13], [0.96, -1.10, -5.17], [-0.59, -0.71, -5.94], [4.58, 0.84, -2.06], [4.27, 0.54, -0.80], [5.34, 0.22, -0.12], [3.41, -0.47, -0.81], [3.48, 2.06, -0.07], [2.20, 2.22, -0.82], [4.44, 3.08, -0.02], [3.00, 1.46, 1.35], [2.29, 2.48, 2.48], [0.96, 2.70, 1.98], [3.07, 3.57, 2.93], [2.13, 1.25, 3.87], [1.35, 1.79, 4.78], [1.57, 0.12, 3.41], [3.32, 0.98, 4.36]], "e_above_lowest_kcal_mol": 33.0, "e_tot_ev": -92449.394, "multiplicity": 1, "homo_ev": [-15.18, -15.18], "total_charge": 2}

***

Record 3
{"formula": "C9H20BrN", "method": "ωB97M-V with the def2-TZVPD basis set", "elements": ["Br", "C", "C", "C", "C", "N", "C", "C", "C", "C", "C", "H", "H", "H", "H", "H", "H", "H", "H", "H", "H", "H", "H", "H", "H", "H", "H", "H", "H", "H", "H"], "positions_angstrom": [[-3.04, -0.83, -1.42], [-1.43, 3.80, 0.60], [-1.34, 2.42, 1.17], [-0.49, 1.54, 0.20], [-0.52, 0.11, 0.79], [0.27, -1.02, 0.13], [0.27, -0.86, -1.38], [1.49, -1.65, -1.84], [2.31, -1.97, -0.58], [1.71, -1.06, 0.46], [-0.37, -2.30, 0.53], [-1.86, 4.43, 1.36], [-2.10, 3.75, -0.26], [-0.36, 4.17, 0.47], [-2.37, 2.09, 1.25], [-0.95, 2.36, 2.20], [0.51, 1.92, 0.17], [-0.91, 1.52, -0.80], [-1.55, -0.20, 0.78], [-0.13, 0.15, 1.78], [-0.67, -1.07, -1.85], [0.46, 0.23, -1.46], [1.23, -2.65, -2.34], [2.05, -0.98, -2.56], [2.28, -3.01, -0.29], [3.34, -1.77, -0.70], [1.79, -1.39, 1.47], [2.09, -0.02, 0.36], [-1.41, -2.13, 0.24], [-0.16, -2.44, 1.60], [-0.14, -3.15, -0.11]], "e_above_lowest_kcal_mol": 11.1, "e_tot_ev": -81189.290, "multiplicity": 1, "homo_ev": -7.41}

***

Record 4
{"formula": "C39H34ClHoN3SSi2", "method": "ωB97M-V with the def2-TZVPD basis set", "elements": ["C", "C", "C", "H", "C", "C", "H", "H", "H", "H", "Ho", "Si", "C", "C", "H", "C", "H", "C", "H", "C", "H", "C", "H", "C", "C", "H", "C", "H", "C", "H", "C", "H", "C", "H", "H", "Si", "C", "C", "H", "C", "H", "C", "H", "C", "H", "C", "H", "C", "C", "H", "C", "H", "C", "H", "C", "H", "C", "H", "H", "Cl", "N", "C", "C", "C", "C", "C", "C", "N", "C", "C", "C", "S", "C", "N", "H", "H", "H", "H", "H", "H", "H"], "positions_angstrom": [[3.59, -2.17, 1.38], [3.36, -1.02, 0.57], [2.51, -0.15, 1.29], [3.82, -0.84, -0.41], [2.19, -0.76, 2.54], [2.86, -2.01, 2.59], [2.93, -2.65, 3.48], [4.31, -2.97, 1.16], [2.18, 0.85, 0.98], [1.60, -0.32, 3.35], [1.17, -2.17, 0.83], [-1.37, 0.51, -0.40], [-0.38, 0.31, -2.05], [-1.11, -0.09, -3.18], [-2.14, -0.43, -3.04], [-0.59, 0.04, -4.47], [-1.23, -0.12, -5.33], [0.75, 0.37, -4.64], [1.17, 0.43, -5.66], [1.56, 0.58, -3.51], [2.63, 0.76, -3.65], [0.99, 0.55, -2.23], [1.65, 0.71, -1.37], [-0.33, 1.85, 0.62], [0.26, 2.97, 0.02], [0.41, 3.00, -1.06], [0.63, 4.09, 0.79], [1.00, 4.99, 0.30], [0.58, 4.03, 2.18], [0.89, 4.89, 2.79], [0.16, 2.84, 2.79], [0.21, 2.74, 3.88], [-0.32, 1.78, 2.02], [-0.69, 0.88, 2.51], [-0.41, -0.50, 0.22], [-2.98, 2.03, -0.97], [-3.13, 3.50, 0.11], [-3.15, 4.74, -0.53], [-3.29, 4.78, -1.61], [-2.96, 5.90, 0.23], [-2.95, 6.85, -0.29], [-2.81, 5.81, 1.61], [-2.61, 6.72, 2.19], [-2.94, 4.58, 2.25], [-2.87, 4.51, 3.33], [-3.13, 3.42, 1.52], [-3.24, 2.44, 2.01], [-2.87, 2.53, -2.74], [-1.72, 3.22, -3.13], [-0.96, 3.47, -2.39], [-1.56, 3.56, -4.47], [-0.64, 4.06, -4.76], [-2.57, 3.29, -5.39], [-2.45, 3.61, -6.42], [-3.74, 2.63, -4.97], [-4.54, 2.46, -5.68], [-3.89, 2.22, -3.65], [-4.77, 1.68, -3.31], [-4.21, 1.23, -0.83], [-2.86, -1.00, 0.25], [1.39, -6.07, 2.63], [2.38, -6.50, 1.74], [3.25, -7.57, 1.82], [4.29, -7.62, 0.87], [4.46, -6.60, -0.07], [3.58, -5.50, -0.13], [2.53, -5.47, 0.80], [1.63, -4.44, 1.13], [0.97, -4.85, 2.26], [0.07, -4.00, 3.02], [-0.44, -4.20, 4.30], [-1.29, -2.79, 4.86], [-0.97, -1.99, 3.37], [-0.23, -2.73, 2.50], [1.04, -6.58, 3.43], [3.09, -8.33, 2.60], [4.98, -8.47, 0.86], [5.29, -6.67, -0.76], [3.68, -4.69, -0.86], [-0.30, -5.12, 4.85], [-1.38, -1.02, 3.10]], "e_tot_ev": -110371.932, "multiplicity": 5, "homo_ev": [-9.30, -9.30], "total_charge": 1}

***

Record 5
{"formula": "C34H28N7O2PPbS2Se3", "method": "ωB97M-V with the def2-TZVPD basis set", "elements": ["Pb", "Se", "P", "Se", "C", "C", "C", "C", "C", "C", "C", "C", "C", "C", "C", "C", "H", "H", "H", "H", "H", "H", "H", "H", "H", "H", "N", "C", "C", "C", "C", "C", "C", "S", "O", "O", "N", "C", "S", "C", "C", "N", "H", "H", "H", "H", "H", "H", "H", "H", "Se", "N", "C", "C", "C", "C", "C", "C", "N", "H", "H", "H", "H", "N", "C", "N", "C", "C", "C", "C", "C", "C", "H", "H", "H", "H", "H", "H"], "positions_angstrom": [[-0.11, -0.86, -0.32], [-0.45, 1.85, -0.76], [1.44, 1.49, -1.85], [2.14, -0.57, -2.06], [2.79, 2.45, -1.10], [2.63, 3.17, 0.07], [3.70, 3.88, 0.59], [4.91, 3.90, -0.08], [5.07, 3.17, -1.25], [4.02, 2.43, -1.76], [1.28, 2.28, -3.48], [1.04, 3.65, -3.52], [0.93, 4.29, -4.74], [1.06, 3.56, -5.91], [1.29, 2.20, -5.87], [1.40, 1.55, -4.65], [1.67, 3.18, 0.56], [3.58, 4.41, 1.53], [5.73, 4.48, 0.31], [6.02, 3.17, -1.76], [4.13, 1.83, -2.65], [0.93, 4.18, -2.58], [0.76, 5.35, -4.77], [0.99, 4.07, -6.87], [1.39, 1.63, -6.79], [1.60, 0.49, -4.60], [-4.43, -0.46, 6.09], [-3.42, -1.10, 5.43], [-2.48, -0.37, 4.68], [-1.43, -1.01, 4.06], [-1.29, -2.38, 4.19], [-2.20, -3.12, 4.92], [-3.26, -2.49, 5.54], [0.00, -3.16, 3.23], [-0.16, -4.59, 3.30], [1.29, -2.64, 3.64], [-0.28, -2.61, 1.72], [-1.45, -2.96, 1.22], [-2.45, -4.26, 1.82], [-3.62, -3.86, 0.60], [-3.19, -2.83, -0.15], [-1.98, -2.32, 0.20], [-4.65, 0.48, 5.81], [-5.20, -1.01, 6.42], [-2.60, 0.70, 4.58], [-0.72, -0.46, 3.47], [-2.07, -4.19, 4.98], [-3.98, -3.06, 6.11], [-4.54, -4.40, 0.54], [-3.72, -2.37, -0.97], [2.46, -1.26, 1.94], [1.27, 0.01, 1.76], [1.63, 1.05, 2.55], [0.91, 2.24, 2.74], [1.44, 3.20, 3.57], [2.66, 3.00, 4.23], [3.38, 1.85, 4.07], [2.88, 0.86, 3.22], [3.48, -0.32, 2.95], [-0.03, 2.39, 2.23], [0.90, 4.12, 3.73], [3.04, 3.77, 4.89], [4.32, 1.68, 4.58], [-2.31, -0.71, -4.47], [-1.63, -0.23, -3.41], [-1.16, -1.16, -2.63], [-1.54, -2.35, -3.20], [-1.32, -3.67, -2.81], [-1.84, -4.67, -3.60], [-2.56, -4.39, -4.77], [-2.79, -3.09, -5.18], [-2.28, -2.08, -4.38], [-2.77, -0.17, -5.18], [-1.48, 0.83, -3.25], [-0.75, -3.88, -1.92], [-1.70, -5.70, -3.30], [-2.93, -5.21, -5.37], [-3.34, -2.88, -6.08]], "e_above_lowest_kcal_mol": 5.9, "e_tot_ev": -282485.798, "multiplicity": 1, "homo_ev": -7.29}

***

Record 6
{"formula": "C8H12N2", "method": "ωB97M-V with the def2-TZVPD basis set", "elements": ["C", "C", "C", "C", "C", "C", "C", "C", "H", "H", "H", "H", "H", "H", "H", "H", "H", "H", "H", "H", "N", "N"], "positions_angstrom": [[-1.75, 1.48, -0.23], [-1.16, 0.22, -0.71], [0.22, 0.00, -0.37], [0.85, -1.15, -0.60], [2.29, -1.34, -0.29], [3.04, -0.26, 0.27], [2.34, 0.95, 0.43], [0.99, 1.10, 0.22], [-2.68, 1.44, -0.26], [-1.58, 1.85, 0.73], [-1.34, 1.86, -0.98], [-1.04, 0.09, -2.01], [-3.10, -0.91, -0.75], [-2.33, -2.09, 1.59], [-0.80, -0.63, 1.44], [0.07, -1.81, -1.20], [2.60, -2.44, -0.47], [4.13, -0.48, 0.54], [3.07, 1.94, 1.08], [0.23, 2.18, 0.36], [-2.02, -0.98, -0.16], [-2.02, -1.02, 1.34]], "e_above_lowest_kcal_mol": 222.2, "e_tot_ev": -11461.601, "multiplicity": 1, "homo_ev": -7.70}